Entry 1:
A structure of composition C28H35InN5O6PS2. Source: the OMol25 dataset; level of theory: ωB97M-V with the def2-TZVPD basis set.

The calculation puts the HOMO energy at -14.51 eV. The calculation puts the maximum force at 0.00854 Eh/bohr. Its total charge is +2. As for the HOMO-LUMO gap: 0.3146 hartree.

XYZ file:
```
78
Properties=species:S:1:pos:R:3:mulliken_charge:R:1
In -0.678 0.556 -1.189 1.84
C -2.697 -6.907 -0.762 -1.42
C -1.948 -5.644 -0.457 0.78
C -0.617 -5.678 -0.050 -0.87
C 0.079 -4.511 0.226 -0.61
C -0.578 -3.296 0.099 -0.08
C -1.913 -3.231 -0.293 0.31
C -2.585 -4.404 -0.571 -1.13
S 0.318 -1.825 0.373 1.45
O -0.560 -0.804 0.972 -0.68
O 1.550 -2.107 1.027 -0.69
N 0.571 -1.134 -1.116 -0.57
C 0.195 -1.675 -2.344 0.46
C 0.608 -2.872 -2.911 -0.56
C 0.140 -3.179 -4.175 -0.46
C -0.695 -2.291 -4.856 -0.72
C -1.049 -1.114 -4.242 -0.45
N -0.625 -0.823 -3.001 -0.40
H -2.099 -7.790 -0.546 0.39
H -2.984 -6.939 -1.814 0.34
H -3.614 -6.964 -0.173 0.36
H -0.117 -6.631 0.060 0.41
H 1.110 -4.540 0.553 0.55
H -2.428 -2.279 -0.355 0.29
H -3.626 -4.367 -0.870 0.52
H 1.284 -3.524 -2.378 0.60
H 0.439 -4.104 -4.649 0.51
H -1.055 -2.511 -5.850 0.45
H -1.684 -0.384 -4.725 0.49
C 8.693 4.213 -0.772 -1.32
C 7.334 3.541 -0.939 -0.36
S 6.431 4.347 -2.243 1.24
O 6.106 5.682 -1.821 -0.63
O 7.093 4.092 -3.487 -0.66
C 4.859 3.465 -2.335 -0.56
C 3.896 3.912 -1.248 -1.43
N 2.522 3.433 -1.523 0.37
C 1.984 2.320 -1.005 1.00
N 0.726 2.175 -1.444 -0.47
C 0.451 3.239 -2.272 -0.72
C 1.557 4.010 -2.322 -0.11
N 1.716 5.218 -3.108 1.12
O 0.703 5.623 -3.631 -0.60
O 2.822 5.700 -3.177 -0.56
C 2.682 1.404 -0.067 -0.98
H 9.236 3.722 0.033 0.38
H 8.578 5.266 -0.522 0.36
H 9.279 4.130 -1.686 0.37
H 6.733 3.625 -0.032 0.30
H 7.433 2.493 -1.226 0.38
H 5.060 2.393 -2.331 0.47
H 4.487 3.751 -3.319 0.38
H 3.877 4.996 -1.194 0.49
H 4.166 3.524 -0.268 0.46
H -0.481 3.391 -2.788 0.68
H 2.821 1.880 0.905 0.39
H 3.662 1.126 -0.454 0.35
H 2.110 0.488 0.065 -0.08
C -2.416 2.163 1.389 -1.37
P -2.818 1.336 -0.161 1.12
C -3.700 2.516 -1.210 -1.33
C -3.890 -0.065 0.151 0.61
C -4.805 -0.464 -0.827 -0.55
C -5.614 -1.565 -0.597 -0.72
C -5.513 -2.264 0.599 -0.62
C -4.597 -1.873 1.567 -0.68
C -3.780 -0.776 1.346 -0.37
H -3.343 2.446 1.889 0.48
H -1.827 3.057 1.185 0.44
H -1.844 1.498 2.036 0.38
H -4.657 2.763 -0.749 0.48
H -3.878 2.101 -2.200 0.44
H -3.114 3.430 -1.311 0.44
H -4.906 0.078 -1.758 0.29
H -6.337 -1.866 -1.344 0.45
H -6.155 -3.116 0.781 0.47
H -4.520 -2.419 2.497 0.45
H -3.057 -0.494 2.100 0.23
```



Entry 2:
A structure of composition C4H8Br2F3LiO4S. Source: the OMol25 dataset; level of theory: ωB97M-V with the def2-TZVPD basis set.

The calculation puts the HOMO energy at -1.57 eV. The calculation puts the maximum force at 0.02605 Eh/bohr. Its total charge is -2. As for the HOMO-LUMO gap: 0.2355 hartree.

XYZ file:
```
23
Properties=species:S:1:pos:R:3:mulliken_charge:R:1
Li -1.590 0.492 -1.400 0.61
Br -3.148 -1.741 -1.124 -0.91
Br -1.867 2.234 -3.099 -0.94
C -0.707 1.019 2.690 0.57
F -0.787 1.126 4.037 -0.27
F 0.323 1.796 2.305 -0.24
F -0.375 -0.256 2.431 -0.25
S -2.267 1.509 1.823 1.13
O -3.190 0.486 2.215 -0.65
O -2.531 2.834 2.340 -0.67
O -1.804 1.471 0.450 -0.52
C 1.294 -2.228 -0.898 -1.36
C 1.035 -0.738 -0.756 1.15
C 2.292 0.085 -0.992 -1.48
O 0.098 -0.373 -1.760 -0.36
H 1.879 -2.658 -0.080 0.36
H 1.874 -2.402 -1.812 0.31
H 0.324 -2.719 -0.976 0.32
H 0.672 -0.512 0.244 -0.19
H 3.014 -0.087 -0.179 0.39
H 2.097 1.156 -0.952 0.34
H 2.821 -0.221 -1.900 0.41
H 0.541 -0.273 -2.608 0.22
```